(1)
Below is a structure of composition H15HgO8 at a distorted geometry, with properties calculated with the ωB97M-V functional and the def2-TZVPD basis.

E_HOMO in eV: -14.07
LUMO level in eV: -9.375
Net charge: +1
M in u: 343.70
Total energy in eV: -20786.80259
Maximum force in eV/Å: 2.99

```
24
Properties=species:S:1:pos:R:3:lowdin_charge:R:1
Hg -6.93 20.57 22.10 1.489
O -7.05 15.88 23.47 -0.013
O -6.97 18.42 22.61 -0.384
O -4.20 17.50 23.31 -0.037
O -7.44 15.48 21.02 -0.015
O -5.46 17.97 19.71 -0.085
O -9.94 18.08 22.31 -0.082
O -4.67 20.09 22.02 -0.108
O -8.02 18.78 24.97 -0.028
H -5.62 17.42 20.52 0.011
H -7.06 16.83 23.25 -0.018
H -7.30 18.48 25.50 0.041
H -7.26 15.75 21.92 -0.069
H -3.91 19.44 21.99 0.110
H -10.41 18.50 23.10 0.092
H -8.11 16.05 20.73 0.004
H -9.03 18.28 22.58 -0.047
H -5.08 17.81 23.05 -0.024
H -7.63 18.63 24.12 -0.088
H -5.72 17.45 18.91 0.085
H -7.99 15.69 23.65 0.105
H -6.76 17.88 21.87 -0.047
H -3.69 17.45 22.47 0.061
H -4.21 20.86 22.31 0.046
```

=====

(2)
Below is a cluster of 3 separate species, C4H12N2S in total at a distorted geometry, with properties calculated with the ωB97M-V functional and the def2-TZVPD basis.

E_HOMO in eV: -7.16
LUMO level in eV: -4.262
Net charge: 0
M in u: 120.22
Total energy in eV: -18150.87626
Maximum force in eV/Å: 1.90

```
19
Properties=species:S:1:pos:R:3:lowdin_charge:R:1
S -0.23 -2.27 -2.87 0.244
N 0.59 0.75 1.23 0.056
N 2.36 0.42 -1.91 0.019
C -0.96 -0.66 -0.04 -0.186
C -0.69 0.21 1.15 -0.271
C 0.86 1.38 2.45 -0.147
C -2.18 -0.72 -0.54 -0.001
H 1.48 0.08 -2.30 -0.044
H 0.07 2.11 2.71 0.106
H 2.65 1.25 -2.40 0.000
H -3.16 -0.54 -0.11 0.071
H 0.76 0.64 3.27 0.109
H 1.82 1.86 2.62 0.082
H -0.90 -0.42 2.04 0.159
H -0.18 -1.20 -0.56 0.014
H -2.32 -1.09 -1.56 0.008
H -1.48 0.99 1.16 0.163
H -0.51 -3.48 -3.37 -0.350
H 2.03 0.69 -0.98 -0.034
```